(1)
Below is C37H46CaF18N3O36S6 as an isolated structure at a distorted geometry, with properties calculated with ωB97M-V/def2-TZVPD.

## Properties
E_HOMO (alpha / beta) in Eh: -0.3808 / -0.3808
Lowest unoccupied orbital energy (alpha / beta) in eV: -1.912 / -8.139
Spin multiplicity: 2
Frontier orbital gap (alpha / beta) in eV: 8.45 / 2.22
Electronic energy in a.u.: -9174.44680

Cartesian coordinates (Å):
Ca 2.1011 2.2129 0.7852
C 4.1645 0.7682 -2.7663
F 4.3541 -0.2112 -3.5811
F 4.7874 1.9054 -3.1278
F 2.8080 1.0600 -2.7639
S 4.5954 0.4165 -0.8865
O 3.6272 -0.6451 -0.5641
O 5.9904 -0.0154 -0.9036
N 4.1457 1.9947 -0.0727
S 5.5869 2.4954 0.1830
O 6.1813 2.0233 1.3923
O 6.4672 2.7300 -0.9570
C 5.0932 4.3199 0.6563
F 4.6600 4.9762 -0.4486
F 4.1574 4.3286 1.6012
F 6.1996 4.9495 1.1513
C -0.2366 5.2483 2.8482
F -1.2539 5.5719 3.5822
F -0.3411 5.8229 1.5918
F 0.9170 5.6203 3.4769
S -0.2099 3.2286 2.7005
O -1.2144 2.6541 3.5754
O -0.5050 3.0301 1.2930
N 1.4479 2.7338 2.8317
S 1.6866 2.4419 4.3048
O 1.1035 3.3416 5.2485
O 1.4976 1.0045 4.6521
C 3.6008 2.8657 4.3078
F 4.2085 2.1620 3.3722
F 3.7228 4.1024 4.0092
F 4.1319 2.5846 5.5453
C -0.7437 -0.6635 2.3961
F -1.5093 -1.7359 2.2137
F -1.4824 0.3964 2.2786
F -0.3034 -0.7458 3.6599
S 0.8900 -0.6435 1.3411
O 2.0262 -0.2700 2.2156
O 1.1130 -1.9303 0.7433
N 0.7304 0.6269 0.1195
S -0.1134 -0.0890 -0.9733
O 0.7475 -0.5573 -1.9995
O -1.1419 -1.0410 -0.5374
C -1.2409 1.3362 -1.7140
F -2.2473 1.5775 -0.8322
F -0.5250 2.4584 -1.9589
F -1.5734 0.8910 -2.9584
C -4.0096 -1.5875 -3.8167
C -3.1919 -2.1424 -4.8895
O -2.3465 -3.1200 -4.2974
C -2.3832 -2.9178 -2.9705
O -1.5572 -3.4145 -2.2347
O -3.2026 -1.8306 -2.7130
H -4.9607 -2.1139 -3.7373
H -4.2023 -0.5210 -3.9326
H -2.5095 -1.3497 -5.1961
H -3.7854 -2.5901 -5.6867
C 1.4978 -3.3400 -3.3693
C 1.0590 -2.5213 -4.5785
C 2.0470 -1.4300 -5.0833
O 2.0840 -1.6041 -6.5075
C 1.5182 -2.8149 -6.8385
O 1.5656 -3.3403 -7.9813
O 0.9423 -3.3749 -5.7551
H 2.4225 -3.8698 -3.5981
H 0.8041 -4.1525 -3.1527
H 1.5804 -2.9338 -2.3612
H 0.0404 -2.1432 -4.4910
H 3.0760 -1.5530 -4.7456
H 1.7233 -0.4575 -4.7124
C -1.7437 -0.6364 6.5968
C -2.3775 0.6039 6.0786
C -3.8499 0.5381 6.3353
O -4.1232 1.6484 7.2399
C -2.9787 2.2002 7.5761
O -2.9122 3.2159 8.2800
O -1.9795 1.5485 7.0350
H -0.6828 -0.5829 6.3521
H -2.1094 -1.5528 6.1336
H -1.7699 -0.7253 7.6829
H -2.2021 0.8697 5.0362
H -4.0842 -0.4135 6.8125
H -4.3242 0.4630 5.3568
C -3.3175 5.1329 0.5175
C -4.5894 4.2258 0.2808
C -4.4740 2.8401 0.8446
O -5.7299 2.6607 1.4581
C -6.2691 3.7860 1.7544
O -7.3101 3.9473 2.3801
O -5.6870 4.7903 1.0028
H -2.5323 4.8544 -0.1853
H -2.9300 5.0972 1.5356
H -3.6025 6.1783 0.3988
H -4.7397 3.9595 -0.7654
H -3.7132 2.5973 1.5865
H -4.2807 2.0161 0.1577
C 5.3699 -5.8823 -0.5626
C 5.3708 -4.3352 -0.3812
C 4.5896 -3.7749 0.7712
O 5.3795 -2.6952 1.3511
C 6.6165 -2.8948 0.9402
O 7.5730 -2.2310 1.3479
O 6.6951 -3.9149 0.0593
H 4.3240 -6.1496 -0.7133
H 5.7137 -6.3719 0.3485
H 5.9588 -6.2217 -1.4148
H 5.0774 -3.7424 -1.2476
H 4.3101 -4.6041 1.4213
H 3.6775 -3.3337 0.3693
C 0.6256 -4.8728 2.5892
C 0.4210 -5.7807 1.3817
C 1.0874 -5.3378 0.0552
O 1.5544 -6.5814 -0.3904
C 1.4350 -7.5205 0.4511
O 1.6361 -8.6903 0.2553
O 1.0506 -7.0413 1.6068
H 0.3003 -5.4038 3.4837
H 0.1393 -3.8983 2.5441
H 1.6840 -4.6500 2.7244
H -0.6526 -5.9455 1.2902
H 1.8501 -4.5972 0.2956
H 0.3495 -4.9681 -0.6568
C -4.7547 -0.3787 2.9393
C -4.4873 -0.9447 1.5110
C -5.1215 -2.3344 1.1838
O -5.7411 -2.1171 -0.0757
C -5.7820 -0.8560 -0.3890
O -6.4246 -0.3867 -1.3227
O -5.1359 -0.1814 0.4845
H -3.9926 0.3803 3.1164
H -4.5322 -1.1399 3.6871
H -5.6969 0.1140 3.1793
H -3.4709 -0.9856 1.1193
H -5.7819 -2.5653 2.0197
H -4.3235 -3.0757 1.2247
C -0.7074 3.2660 -5.0462
C -0.0709 3.8779 -6.3085
C -0.3620 5.2894 -6.5849
O 0.8575 5.8823 -6.8915
C 1.8486 5.0950 -6.4571
O 2.9719 5.5878 -6.4544
O 1.3028 3.9571 -5.9938
H -0.8159 3.9492 -4.2039
H -0.1431 2.4088 -4.6788
H -1.6795 2.9093 -5.3865
H -0.1864 3.2560 -7.1962
H -0.9403 5.7247 -5.7700
H -0.9678 5.2353 -7.4894

These are the Mulliken partial charges, in e, on atoms 1 to 99: Ca 2.306; C 0.538; F -0.123; F -0.189; F -0.120; S 0.156; O -0.167; O -0.630; N -0.405; S 0.847; O -0.625; O -0.543; C 0.421; F -0.213; F -0.150; F -0.218; C 0.512; F -0.142; F -0.194; F -0.166; S -0.146; O -0.447; O -0.205; N 0.044; S 0.766; O -0.575; O -0.639; C 0.446; F -0.193; F -0.206; F -0.224; C -0.369; F -0.130; F 0.772; F -0.002; S 1.266; O -0.576; O -0.209; N -0.573; S -0.048; O -0.016; O -0.040; C -0.167; F 0.062; F -0.237; F -0.029; C -0.392; C -0.304; O -0.336; C 0.358; O -0.501; O 0.054; H 0.259; H 0.331; H 0.133; H 0.353; C -1.458; C 1.541; C 0.155; O -0.412; C 0.525; O -0.608; O -0.507; H 0.513; H 0.366; H 0.118; H -0.579; H 0.096; H 0.107; C -1.773; C 2.463; C -0.322; O -0.349; C 0.579; O -0.618; O -0.437; H 0.306; H 0.401; H 0.446; H -1.188; H 0.235; H 0.282; C -1.067; C 0.728; C 0.578; O -0.365; C 0.538; O -0.615; O -0.397; H 0.241; H 0.060; H 0.463; H 0.311; H -0.326; H -0.187; C -1.346; C 0.508; C 0.457; O -0.243

---

(2)
Below is C37H46Cl2N3O3RuSi2Te as an isolated structure, with properties calculated with ωB97M-V/def2-TZVPD.

## Properties
E_HOMO (alpha / beta) in Eh: -0.2633 / -0.2632
Lowest unoccupied orbital energy (alpha / beta) in eV: -1.809 / -1.436
Energy above the lowest of the compared OMol25 structures with the same formula, charge and spin in kJ/mol: 3.8
Spin multiplicity: 2
Frontier orbital gap (alpha / beta) in eV: 5.36 / 5.73
Electronic energy in a.u.: -3689.85406

Cartesian coordinates (Å):
Ru 0.7588 -1.6894 1.3512
C -3.3170 -1.4390 3.3844
Si -1.9550 -0.2502 2.8726
C -1.7186 1.2111 4.0252
C -2.4649 0.4525 1.2377
N -0.3820 -1.1967 2.9207
C -0.1392 -1.9144 4.0204
C -0.8868 -1.8340 5.2423
C -0.6201 -2.6637 6.2788
C 0.4040 -3.6485 6.1812
C 1.1784 -3.7275 5.0740
C 0.9778 -2.8361 3.9664
N 1.7234 -2.7799 2.8676
Si 3.2664 -3.7093 2.8157
C 4.2593 -3.3211 4.3598
C 4.4142 -3.2007 1.4443
C 2.8478 -5.5135 2.5795
H -4.1981 -1.2220 2.7765
H -3.6117 -1.3750 4.4315
H -3.0216 -2.4707 3.1802
H -2.5413 1.9135 3.8743
H -0.7974 1.7329 3.7540
H -1.6650 0.9752 5.0869
H -3.1400 1.2814 1.4750
H -3.0202 -0.2754 0.6434
H -1.6593 0.8431 0.6271
H -1.6712 -1.1046 5.3444
H -1.1995 -2.5868 7.1893
H 0.5608 -4.3375 7.0007
H 1.9396 -4.4882 5.0118
H 4.5975 -2.2833 4.2970
H 5.1538 -3.9498 4.3626
H 3.7572 -3.4466 5.3158
H 4.4951 -2.1176 1.3491
H 4.1490 -3.6471 0.4878
H 5.4016 -3.5793 1.7235
H 2.3792 -5.9905 3.4398
H 3.7562 -6.0704 2.3372
H 2.1661 -5.6078 1.7305
Cl 3.3917 -0.6652 -2.7667
C 3.6167 -1.9022 -1.5256
Cl 3.6020 -3.5172 -2.2416
C 2.5832 -1.7666 -0.4035
O 1.7688 -2.7044 -0.1793
O 2.5978 -0.7557 0.3305
H 4.5997 -1.7398 -1.0946
C 0.7165 5.9849 -6.7117
C 0.7130 4.9427 -5.6262
C 0.3298 3.6348 -5.8851
C 0.3100 2.6633 -4.8886
C -0.1245 1.2682 -5.2637
C 0.6947 3.0086 -3.5839
Te 0.6047 1.5088 -2.0734
N -0.2108 -0.8199 -0.1238
C -0.9461 -1.8706 -0.2455
O -0.7852 -2.7615 0.7425
C -1.9201 -2.1627 -1.3170
C -3.1225 -2.7928 -1.0161
C -4.0470 -3.0317 -2.0217
C -3.7637 -2.6552 -3.3275
C -2.5554 -2.0407 -3.6305
C -1.6327 -1.7911 -2.6269
C -0.5246 2.6942 -0.7368
C 0.0303 2.9502 0.5153
C -0.6388 3.7256 1.4491
C -1.8704 4.2739 1.1206
C -2.4250 4.0212 -0.1243
C -1.7778 3.2224 -1.0669
C -2.4481 2.9491 -2.3846
C 1.1129 4.3197 -3.3119
C 1.5624 4.7585 -1.9435
C 1.1049 5.2629 -4.3345
H 0.3645 5.5715 -7.6562
H 1.7208 6.3820 -6.8708
H 0.0718 6.8256 -6.4494
H 0.0330 3.3602 -6.8921
H -0.4109 1.2318 -6.3148
H -0.9714 0.9381 -4.6589
H 0.6764 0.5415 -5.1078
H -3.3260 -3.0939 0.0044
H -4.9877 -3.5133 -1.7880
H -4.4855 -2.8440 -4.1118
H -2.3312 -1.7566 -4.6509
H -0.6901 -1.3050 -2.8419
H 1.0022 2.5339 0.7555
H -0.1949 3.9133 2.4191
H -2.3984 4.8980 1.8310
H -3.3935 4.4403 -0.3733
H -3.5282 3.0675 -2.2968
H -2.2325 1.9339 -2.7213
H -2.0907 3.6316 -3.1600
H 2.0385 3.9406 -1.4030
H 0.7160 5.0963 -1.3406
H 2.2690 5.5851 -2.0228
H 1.4251 6.2765 -4.1130

Which charges does Mulliken predict for the atoms? In e, they are: Ru -0.454; C -1.158; Si -0.057; C -1.079; C -0.610; N 0.337; C 0.962; C -0.313; C -0.949; C -1.075; C -0.490; C 1.105; N 0.277; Si -0.188; C -1.169; C -0.938; C -1.046; H 0.464; H 0.391; H 0.334; H 0.409; H 0.188; H 0.429; H 0.487; H 0.357; H -0.281; H 0.115; H 0.426; H 0.403; H 0.288; H 0.322; H 0.367; H 0.459; H 0.248; H 0.081; H 0.552; H 0.376; H 0.376; H 0.307; Cl -0.100; C 0.251; Cl -0.154; C 0.668; O -0.499; O -0.655; H 0.294; C -1.547; C 0.697; C -1.149; C 1.106; C -1.348; C -0.123; Te 0.552; N -0.256; C 1.524; O -0.727; C 0.058; C -0.387; C -0.712; C -0.454; C -0.834; C -0.237; C -0.339; C -0.420; C -0.763; C -0.693; C -0.678; C 1.317; C -1.678; C 1.241; C -1.783; C -0.854; H 0.351; H 0.338; H 0.334; H 0.250; H 0.397; H 0.122; H 0.278; H 0.403; H 0.401; H 0.388; H 0.445; H 0.549; H 0.493; H 0.530; H 0.397; H 0.423; H 0.521; H 0.096; H 0.290; H 0.240; H 0.223; H 0.523; H 0.434

---

The highest electronic energy belongs to which entry?
C37H46Cl2N3O3RuSi2Te

---

Which of these has the lowest electronic energy?
C37H46CaF18N3O36S6